# 1
{
  "formula": "C2H3FYb",
  "method": "wB97M-V/def2-TZVPD",
  "elements": ["C", "C", "H", "H", "H", "F", "Yb"],
  "xyz": [[-0.228497, -0.336158, -0.783506], [-0.335819, -1.274347, 0.140347], [0.033875, -0.323655, -1.847805], [-0.895273, -1.133842, 1.072948], [0.184915, -2.235711, 0.015602], [0.404864, 3.546494, 1.094382], [0.835932, 1.757218, 0.308029]],
  "forces_ev_per_a": [[0.3, 4.0, 0.3], [0.8, -1.0, 0.3], [0.5, -1.0, 0.5], [0.6, 0.1, -0.1], [-0.9, -0.2, -0.1], [0.4, -2.1, -0.8], [-1.6, 0.2, -0.1]],
  "mulliken_charge": [-0.68, -0.52, 0.36, 0.38, 0.26, -0.56, 1.77],
  "spin_multiplicity": 2,
  "charge": 1,
  "energy_ha": -1336.176703,
  "lumo_energy_ev": [-6.81, -7.93],
  "homo_ev": [-12.48, -12.51],
  "gap_ev": [5.7, 4.6]
}



# 2
{
  "formula": "C2H3I",
  "method": "wB97M-V/def2-TZVPD",
  "elements": ["C", "C", "I", "H", "H", "H"],
  "xyz": [[-0.784286, 0.059551, -0.498618], [0.204806, 0.686472, -1.054951], [0.728251, 1.934585, -2.556419], [-0.881901, -0.267605, 0.526510], [-1.822735, -0.045519, -0.816984], [1.754890, 0.388687, 1.449824]],
  "forces_ev_per_a": [[-1.6, 0.2, 0.4], [0.4, 0.1, 0.5], [-0.2, -0.3, 0.0], [1.3, -0.3, 0.4], [0.1, 0.3, -1.2], [0.0, 0.0, -0.1]],
  "mulliken_charge": [-0.33, -0.32, 0.17, 0.20, 0.27, 0.02],
  "spin_multiplicity": 1,
  "relative_energy_kj_mol": 502.3,
  "charge": 0,
  "energy_ha": -375.472359,
  "lumo_energy_ev": [0.13, -0.56],
  "homo_ev": [-8.34, -9.47],
  "gap_ev": [8.5, 8.9]
}



# 3
{
  "formula": "C2H3I2NO",
  "method": "wB97M-V/def2-TZVPD",
  "elements": ["C", "C", "N", "O", "I", "I", "H", "H", "H"],
  "xyz": [[-0.531060, -0.399285, 1.410659], [0.420363, -0.636353, 0.324229], [1.409958, -0.220122, -0.162890], [2.265648, 0.034757, -1.021922], [-1.232575, 1.708886, -1.767959], [-0.123805, 0.389901, -3.780523], [-0.682643, -1.236918, 2.070233], [-0.066191, 0.436525, 1.924897], [-1.459696, -0.077392, 1.003275]],
  "forces_ev_per_a": [[0.8, 0.3, 0.1], [1.5, 0.7, 0.1], [-0.3, -0.8, -2.3], [-0.8, -0.1, 1.8], [0.0, 0.1, -0.1], [0.0, 0.0, 0.1], [0.1, -0.3, 0.1], [-0.4, 0.1, 0.6], [-0.8, 0.2, -0.3]],
  "mulliken_charge": [-0.71, 0.08, 0.41, -0.57, -0.02, 0.02, 0.31, 0.27, 0.21],
  "spin_multiplicity": 1,
  "relative_energy_kj_mol": 255.4,
  "charge": 0,
  "energy_ha": -803.293348,
  "lumo_energy_ev": -1.63,
  "homo_ev": -9.16,
  "gap_ev": 7.5
}



# 4
{
  "formula": "C2H3I2NO",
  "method": "wB97M-V/def2-TZVPD",
  "elements": ["C", "C", "N", "O", "I", "I", "H", "H", "H"],
  "xyz": [[0.417074, 0.391193, -1.280798], [-1.029585, -0.759710, 0.659637], [-1.527852, 0.268734, 1.257593], [-0.157142, 1.442183, -1.281237], [-2.125568, -2.141977, -0.385221], [-2.854895, 1.823848, 0.046103], [1.228829, -0.023319, -1.844501], [0.073758, -0.776218, 0.793529], [-1.081821, 0.972050, 1.799243]],
  "forces_ev_per_a": [[-2.5, 2.3, 1.2], [1.8, 2.8, 2.1], [-1.9, -2.2, -1.3], [2.1, -2.3, -0.6], [0.0, 0.0, 0.0], [-1.1, 0.6, -0.2], [0.9, 0.0, -1.0], [-0.6, -1.3, -0.5], [1.4, -0.1, 0.3]],
  "mulliken_charge": [0.00, -0.43, -0.61, -0.27, 0.17, -0.11, 0.33, 0.56, 0.35],
  "spin_multiplicity": 1,
  "relative_energy_kj_mol": 427.1,
  "charge": 0,
  "energy_ha": -803.227972,
  "lumo_energy_ev": [-0.50, -1.06],
  "homo_ev": [-7.70, -8.18],
  "gap_ev": [7.2, 7.1]
}



# 5
{
  "formula": "C2H3I2NO2P",
  "method": "wB97M-V/def2-TZVPD",
  "elements": ["C", "C", "N", "O", "O", "P", "I", "I", "H", "H", "H"],
  "xyz": [[0.227405, -1.586540, 2.114669], [1.548434, 0.932681, -0.345954], [0.791434, 0.060894, -0.625190], [-0.165945, -2.624620, 1.882687], [0.592961, -0.554630, 2.473324], [-1.054200, -0.157540, -0.650425], [1.044831, 3.177205, -0.770199], [-3.606681, -0.526700, -1.063312], [2.419426, 1.085202, 0.231611], [-0.565752, -0.913601, -1.744040], [-1.231913, 1.107648, -1.503172]],
  "forces_ev_per_a": [[0.3, 1.8, 0.9], [-0.4, 0.4, 0.0], [0.9, 0.0, 0.9], [-0.8, -2.7, -1.0], [0.5, 0.9, 0.1], [0.8, 1.4, -1.9], [-0.1, 0.6, -0.1], [-1.3, -0.3, -0.3], [1.0, -0.2, 0.1], [-1.4, -0.5, -0.1], [0.4, -1.5, 1.3]],
  "mulliken_charge": [0.69, -0.09, -0.50, -0.34, -0.37, -0.01, -0.36, -0.53, 0.40, 0.08, 0.04],
  "spin_multiplicity": 1,
  "relative_energy_kj_mol": 32.0,
  "charge": -1,
  "energy_ha": -1220.066665,
  "lumo_energy_ev": 2.98,
  "homo_ev": -4.44,
  "gap_ev": 7.4
}



# 6
{
  "formula": "C2H3I2NS",
  "method": "wB97M-V/def2-TZVPD",
  "elements": ["C", "C", "N", "S", "I", "I", "H", "H", "H"],
  "xyz": [[-1.577430, -0.048382, -0.143020], [1.127705, -0.354370, 0.296960], [0.445600, 0.374424, -0.689299], [-2.447220, 1.002821, 0.623114], [-1.955465, -1.951864, -0.761980], [0.399974, 2.475922, -0.751593], [1.025427, -1.364549, 0.086296], [2.210938, -0.170493, 0.011529], [0.770468, 0.036490, 1.327990]],
  "forces_ev_per_a": [[2.3, 0.9, -0.4], [1.6, 3.6, 1.8], [-4.6, 0.5, -1.7], [0.3, -0.2, -0.2], [0.1, -0.2, -0.1], [0.5, -1.3, 0.5], [-0.8, -2.1, 0.0], [-0.7, 0.0, 1.2], [1.3, -1.3, -1.0]],
  "mulliken_charge": [0.01, -0.68, -0.50, -0.08, 0.20, 0.13, 0.34, 0.29, 0.30],
  "spin_multiplicity": 1,
  "relative_energy_kj_mol": 305.3,
  "charge": 0,
  "energy_ha": -1126.179083,
  "lumo_energy_ev": [-0.77, -0.77],
  "homo_ev": [-8.52, -8.53],
  "gap_ev": [7.8, 7.8]
}



# 7
{
  "formula": "C2H3I2NS",
  "method": "wB97M-V/def2-TZVPD",
  "elements": ["C", "C", "N", "S", "I", "I", "H", "H", "H"],
  "xyz": [[0.189666, -1.576549, -0.411622], [0.083688, 1.076290, 0.573250], [0.013686, 0.670312, -0.800579], [-1.193059, -2.290423, -0.195551], [2.092436, -2.136265, 0.104192], [-1.777920, 0.773146, -1.612951], [1.119737, 0.671086, 0.784895], [0.099298, 2.249540, 0.478912], [-0.627532, 0.562864, 1.079454]],
  "forces_ev_per_a": [[-0.5, -2.1, -0.4], [4.1, 2.6, -3.0], [0.1, 0.6, -0.8], [0.4, 0.0, 0.3], [0.6, 0.0, 0.3], [-0.9, 0.8, -0.6], [-1.0, 0.9, 0.7], [-0.3, -2.1, 1.2], [-2.4, -0.7, 2.3]],
  "mulliken_charge": [-0.03, -0.68, -0.39, -0.10, 0.14, 0.16, 0.22, 0.28, 0.40],
  "spin_multiplicity": 3,
  "relative_energy_kj_mol": 22.0,
  "charge": 0,
  "energy_ha": -1126.121898,
  "lumo_energy_ev": [-0.65, -2.16],
  "homo_ev": [-7.14, -9.07],
  "gap_ev": [6.5, 6.9]
}



# 8
{
  "formula": "C2H3I3O2",
  "method": "wB97M-V/def2-TZVPD",
  "elements": ["C", "C", "O", "O", "I", "I", "I", "H", "H", "H"],
  "xyz": [[-0.755762, 0.150180, -0.745288], [-0.084416, 0.589012, 0.445744], [-0.135869, -0.236027, -1.818569], [-0.882846, 1.177162, 1.397559], [-1.522510, -1.983291, 0.404555], [1.932897, 0.985452, 0.323744], [2.800822, -1.804514, 0.304950], [-1.846217, 0.459736, -0.920147], [0.797029, -0.702820, -1.498219], [-0.303124, 1.365114, 2.105673]],
  "forces_ev_per_a": [[-2.0, 0.6, 1.9], [-1.4, 0.9, -1.2], [4.0, -1.9, 0.1], [0.4, -0.8, -1.8], [-0.1, -0.3, 0.1], [-0.7, 1.1, 0.3], [0.4, -1.3, -0.1], [1.8, -0.3, 0.4], [-3.0, 1.4, -1.3], [0.6, 0.5, 1.7]],
  "mulliken_charge": [-0.11, -0.05, -0.45, -0.38, -0.07, 0.24, -0.17, 0.45, 0.21, 0.32],
  "spin_multiplicity": 1,
  "relative_energy_kj_mol": 242.1,
  "charge": 0,
  "energy_ha": -1121.457379,
  "lumo_energy_ev": [-2.28, -1.59],
  "homo_ev": [-8.08, -8.63],
  "gap_ev": [5.8, 7.0]
}



# 9
{
  "formula": "C2H3IN2",
  "method": "wB97M-V/def2-TZVPD",
  "elements": ["C", "C", "N", "N", "I", "H", "H", "H"],
  "xyz": [[0.540178, 0.184079, 0.118822], [-0.779414, -0.500042, 0.008638], [0.612181, 1.547744, 0.612113], [0.640250, 1.709058, -0.616714], [2.415122, -0.888386, -0.003484], [-1.530128, 0.261615, -0.392473], [-1.084666, -0.947014, 1.051740], [-0.813526, -1.367056, -0.778641]],
  "forces_ev_per_a": [[1.1, 2.0, -2.4], [-1.4, -1.4, -0.3], [0.1, 0.8, -0.9], [-0.3, -3.4, 2.8], [-1.1, 0.5, 0.2], [0.8, -1.0, 1.0], [0.4, 0.9, -2.0], [0.4, 1.6, 1.6]],
  "mulliken_charge": [0.38, -0.87, -0.16, -0.23, 0.06, 0.31, 0.24, 0.28],
  "spin_multiplicity": 1,
  "relative_energy_kj_mol": 141.7,
  "charge": 0,
  "energy_ha": -485.103823,
  "lumo_energy_ev": -0.10,
  "homo_ev": -9.16,
  "gap_ev": 9.1
}



# 10
{
  "formula": "C2H3IN2O",
  "method": "wB97M-V/def2-TZVPD",
  "elements": ["C", "C", "N", "N", "O", "I", "H", "H", "H"],
  "xyz": [[-0.644033, 0.840076, 0.271633], [-0.164739, -0.077841, -0.692581], [1.321992, -0.426105, 1.376555], [-0.081756, -1.314387, -0.301191], [0.660371, 0.516290, 1.516992], [0.787908, -2.624982, -1.601271], [-0.482301, 1.896801, -0.085652], [-1.471681, 0.717266, 1.057821], [0.074239, 0.472880, -1.542306]],
  "forces_ev_per_a": [[-1.5, 1.3, 0.2], [-2.4, -0.6, 1.9], [-0.9, 1.0, 0.5], [0.3, 0.7, -0.5], [2.1, -1.0, 0.8], [0.1, 0.0, -0.1], [-0.4, -1.0, 0.8], [1.4, -0.2, -1.6], [1.3, -0.2, -2.1]],
  "mulliken_charge": [-0.39, 0.12, 0.14, -0.67, -0.10, 0.06, 0.22, 0.23, 0.38],
  "spin_multiplicity": 1,
  "relative_energy_kj_mol": 544.0,
  "charge": 0,
  "energy_ha": -560.243340,
  "lumo_energy_ev": [-0.39, -0.39],
  "homo_ev": [-8.27, -8.27],
  "gap_ev": [7.9, 7.9]
}



> What is the charge in the first record?

+1



Please write out number 9 again, unchanged.
{
  "formula": "C2H3IN2",
  "method": "wB97M-V/def2-TZVPD",
  "elements": ["C", "C", "N", "N", "I", "H", "H", "H"],
  "xyz": [[0.540178, 0.184079, 0.118822], [-0.779414, -0.500042, 0.008638], [0.612181, 1.547744, 0.612113], [0.640250, 1.709058, -0.616714], [2.415122, -0.888386, -0.003484], [-1.530128, 0.261615, -0.392473], [-1.084666, -0.947014, 1.051740], [-0.813526, -1.367056, -0.778641]],
  "forces_ev_per_a": [[1.1, 2.0, -2.4], [-1.4, -1.4, -0.3], [0.1, 0.8, -0.9], [-0.3, -3.4, 2.8], [-1.1, 0.5, 0.2], [0.8, -1.0, 1.0], [0.4, 0.9, -2.0], [0.4, 1.6, 1.6]],
  "mulliken_charge": [0.38, -0.87, -0.16, -0.23, 0.06, 0.31, 0.24, 0.28],
  "spin_multiplicity": 1,
  "relative_energy_kj_mol": 141.7,
  "charge": 0,
  "energy_ha": -485.103823,
  "lumo_energy_ev": -0.10,
  "homo_ev": -9.16,
  "gap_ev": 9.1
}